Entry from the Open Molecules 2025 dataset: a cluster of 2 separate species, CH2F4Si in total at a distorted geometry (wB97M-V/def2-TZVPD).

```
8
Properties=species:S:1:pos:R:3:mulliken_charge:R:1
C -0.705 -0.659 -0.455 -0.346
F 0.230 -0.620 -1.416 -0.199
F -3.450 1.704 -1.091 -0.234
F -1.259 2.790 -1.549 -0.245
F -2.110 2.815 0.697 -0.279
Si -1.949 1.749 -0.542 0.741
H -0.240 -0.812 0.541 0.277
H -1.441 -1.410 -0.645 0.287
```

## Properties
Highest occupied orbital energy in eV: -10.63
Gap between HOMO and LUMO in eV: 9.56
ΔE to the lowest compared entry with this formula, charge and spin in kcal/mol: 64.3
Lowest unoccupied orbital energy in eV: -1.076
E_tot in a.u.: -728.36003